Formula: C33H60F24O21S6
Source: the Open Molecules 2025 dataset
Level of theory: wB97M-V/def2-TZVPD

The geometry in XYZ format:
```
144
Properties=species:S:1:pos:R:3:forces:R:3
C 20.99881 16.79974 16.22053 0.317 2.679 -1.602
C 19.85479 17.89364 16.17866 -0.118 -1.170 -1.041
C 18.57147 17.57836 16.98016 1.444 0.096 0.278
F 17.87099 16.61206 16.39615 -0.035 -1.085 0.081
F 19.01377 17.20590 18.24740 -0.860 0.210 -0.983
F 20.30650 19.09190 16.60950 0.416 -0.026 0.460
F 19.47973 18.08393 14.88002 0.008 -0.089 0.222
O 20.67459 15.70738 15.42139 -1.049 -1.447 0.176
C 21.39495 15.37331 14.30672 0.388 -0.109 2.308
C 20.83044 14.10666 13.66471 0.032 0.242 0.466
F 21.56920 13.91165 12.56566 0.158 -0.201 -0.957
F 21.05242 13.06296 14.47246 -0.253 -0.424 0.446
F 21.37573 16.32678 13.43596 -0.253 1.996 -1.969
F 22.71431 15.24339 14.64386 -0.071 -0.555 0.020
H 21.16404 16.57472 17.24130 0.200 -0.791 0.920
H 21.90119 17.30573 15.80619 -0.521 -0.160 0.436
H 17.92166 18.42814 16.99056 -0.238 0.827 0.637
H 19.76717 14.20677 13.41446 0.176 -0.078 0.058
C 13.96960 18.23182 17.73317 -0.920 -0.763 0.130
C 14.48461 18.98653 16.49720 0.488 -0.430 0.597
C 13.42132 19.95352 16.00364 -0.667 -0.108 2.624
F 12.33704 19.29413 15.54809 0.359 0.329 0.159
F 13.08813 20.64073 17.21214 -0.227 -0.490 -1.573
F 15.58765 19.74425 16.81055 -0.289 -0.309 0.177
F 14.86817 18.13438 15.52914 -0.144 -0.080 -0.008
O 14.85123 17.21310 18.17423 0.880 0.848 -0.380
C 14.35911 16.00356 18.43819 -0.451 -0.748 -0.862
C 15.54388 15.06201 18.54543 -0.434 -0.060 0.496
F 16.41796 15.66153 19.35325 0.708 -0.280 1.116
F 15.11179 13.87253 19.02813 0.209 0.112 0.363
F 13.55645 15.97645 19.51214 0.061 0.224 0.624
F 13.56031 15.49196 17.44371 0.039 0.371 -0.399
H 13.04657 17.71026 17.51836 -0.458 0.290 -0.766
H 13.69066 18.88987 18.54388 0.573 0.383 0.139
H 13.78525 20.68966 15.34918 0.361 0.767 -1.239
H 16.04616 14.88281 17.62884 0.153 -0.068 -1.211
C 14.96797 16.18938 11.81488 -0.065 1.117 -0.201
C 13.60908 16.83811 12.12033 -0.402 -0.909 -0.300
C 13.34898 18.16637 11.38615 -0.509 -0.294 -0.124
F 12.01300 18.47730 11.43791 0.486 -0.177 0.220
F 14.02999 19.15896 11.98915 -0.005 -0.145 -0.231
F 12.67943 15.91446 11.62361 0.233 0.823 0.608
F 13.36418 17.06517 13.43216 0.098 -0.636 -0.357
O 15.12532 14.88566 12.29654 -0.870 0.035 0.408
C 16.09978 14.80875 13.23244 0.558 -1.821 -1.086
C 16.12761 13.31856 13.63334 1.234 0.836 1.848
F 17.12479 13.28835 14.63304 -1.146 -0.515 -1.001
F 14.95565 12.91237 14.15853 0.075 0.446 0.339
F 17.29602 15.19458 12.66575 -0.421 -0.327 0.533
F 15.93664 15.55741 14.29977 -0.475 0.806 0.624
H 15.77588 16.75786 12.20634 0.432 1.174 0.357
H 15.13262 16.18113 10.74830 -0.328 -0.068 -0.482
H 13.59537 18.05122 10.33570 0.328 0.378 -0.227
H 16.34984 12.64551 12.84689 0.637 -0.407 -0.750
O 17.00349 19.16751 12.56143 0.934 -0.096 0.193
S 16.98654 20.47836 13.13087 -0.296 -0.014 -2.281
O 16.06691 20.69550 14.18716 -1.047 0.592 0.699
O 18.39043 21.00682 13.61604 0.812 -1.418 -0.812
C 18.32226 21.87150 14.73432 1.591 -1.410 1.669
C 19.68303 22.24020 15.26204 0.516 -0.171 -1.383
C 16.78165 21.62546 11.73862 -2.106 -2.207 1.314
H 17.91833 21.29686 15.53804 -1.061 -0.076 0.484
H 17.71519 22.66031 14.44553 -1.045 1.880 -0.016
H 20.21584 21.39241 15.70792 -0.009 -0.041 -0.761
H 19.53302 22.86088 16.10014 -0.312 1.187 0.904
H 20.24997 22.78804 14.49425 0.223 -0.325 0.448
H 16.93210 22.57809 12.19593 0.101 0.888 -0.535
H 15.74954 21.38673 11.38610 0.495 0.779 0.342
H 17.39772 21.23816 10.96198 1.032 0.354 -0.407
O 12.29637 21.81596 10.33117 -0.024 0.024 -1.456
S 12.91596 21.62626 9.03132 0.517 -1.388 2.500
O 14.30851 21.33871 9.01631 0.754 0.091 -0.084
O 12.28732 20.39354 8.27844 -1.439 0.523 0.466
C 10.79422 20.26371 8.40355 1.395 -0.274 -2.129
C 10.55554 18.89970 7.84068 0.724 -0.201 0.628
C 12.64347 22.93140 7.98327 0.013 2.709 -0.006
H 10.34342 21.00331 7.75412 -0.048 0.415 -0.046
H 10.52396 20.43442 9.39915 -0.361 0.009 1.511
H 10.97394 18.83424 6.85357 0.366 0.003 -0.435
H 9.53052 18.66407 7.73707 -1.224 -0.208 0.188
H 11.05020 18.17814 8.48862 -0.130 -0.231 -0.097
H 13.20397 22.75949 7.08858 0.141 -0.220 -0.614
H 13.04188 23.87627 8.44332 -0.185 -1.052 -0.142
H 11.60396 23.14298 7.79708 -0.442 -0.280 -0.133
O 17.58186 8.45179 16.48284 -0.324 -0.345 -0.430
S 18.93496 8.79421 16.18639 1.266 0.867 0.721
O 19.86940 7.80227 15.71882 -0.672 0.469 0.033
O 18.97664 10.10560 15.26317 0.447 -0.472 0.525
C 18.16730 10.11798 14.09404 -0.771 -0.726 0.373
C 18.85685 9.47957 12.94624 -0.037 -0.098 0.053
C 19.56383 9.65896 17.59903 1.324 -0.165 0.046
H 17.97257 11.13636 13.88618 -0.150 1.105 -0.041
H 17.23228 9.63040 14.36484 -0.240 -0.033 -0.240
H 19.05520 8.44703 13.16348 -0.086 -0.657 -0.195
H 19.81267 9.95559 12.84821 0.582 0.367 -0.384
H 18.23808 9.62770 12.06883 0.120 -0.251 -0.249
H 18.88299 10.47615 17.76622 -0.135 0.222 0.214
H 20.60758 10.01576 17.46251 -0.809 -0.105 -0.403
H 19.62828 8.98964 18.44810 -0.437 -0.266 0.080
O 17.73389 13.21578 9.46898 -0.204 0.355 -0.375
S 18.16917 12.30636 10.47091 1.366 -1.039 -0.544
O 18.40104 12.75158 11.80690 0.122 -0.137 0.020
O 17.14247 11.12079 10.60323 -0.903 0.117 -0.047
C 16.47552 10.55170 9.42613 -0.534 -1.053 0.877
C 15.21527 11.21730 8.96480 -1.259 0.690 0.910
C 19.63507 11.41142 9.84871 -0.120 0.149 1.017
H 16.26244 9.52779 9.78021 0.174 0.400 -0.339
H 17.15646 10.51091 8.62916 1.222 -0.108 -1.007
H 14.40589 11.00971 9.67957 0.259 0.375 0.155
H 14.77478 10.81024 8.04691 0.795 -0.015 -0.114
H 15.34267 12.30546 8.87715 -0.061 -0.372 -0.125
H 20.43867 12.14468 9.71871 -0.292 -0.092 -0.094
H 19.37789 10.92208 8.91157 0.009 0.155 -0.010
H 19.96506 10.65783 10.59967 -0.457 0.609 -0.474
O 9.89136 11.22513 16.12784 0.330 -0.641 -0.271
S 11.09595 11.82370 15.65299 -1.267 2.527 0.936
O 12.24061 11.14524 15.19360 1.028 -1.415 -0.422
O 10.61524 12.83553 14.53290 0.791 0.519 -0.790
C 11.68809 13.41954 13.65992 -0.796 -1.007 -0.801
C 11.92286 12.42371 12.48499 0.723 0.390 0.150
C 11.60553 12.96886 16.89891 -0.612 -0.231 0.894
H 12.61882 13.57232 14.21884 -0.480 0.244 0.055
H 11.21513 14.35700 13.25117 0.783 -0.883 0.758
H 11.07796 12.56610 11.82553 -0.083 -0.281 -0.437
H 12.00333 11.35710 12.77576 -0.192 0.818 0.176
H 12.87376 12.65536 11.93840 -0.825 0.120 0.420
H 12.37574 13.65456 16.60431 0.126 0.338 -0.581
H 12.04367 12.38534 17.69539 0.040 -0.355 0.288
H 10.71139 13.47054 17.30772 0.458 -0.124 -0.409
O 8.85737 22.88278 15.63594 0.207 0.275 -0.039
S 9.26853 22.47912 14.32991 -0.764 0.510 0.669
O 9.49284 23.42469 13.27908 -0.512 0.085 -0.144
O 10.60605 21.69326 14.51787 0.123 -0.867 0.766
C 11.49421 21.62045 13.40103 -0.309 -0.469 -1.239
C 12.52444 22.70324 13.51270 -1.360 0.281 1.032
C 8.12981 21.20014 13.85928 -0.209 2.139 -2.527
H 10.87283 21.54291 12.50856 0.185 1.010 -0.325
H 11.95035 20.66660 13.31250 0.480 -1.204 1.049
H 12.08166 23.58660 13.09561 0.203 0.721 -0.225
H 13.44201 22.44348 13.05125 0.875 -0.169 -0.422
H 12.62150 22.86413 14.60582 0.425 0.040 -0.595
H 8.59232 20.83803 12.93774 -0.117 -0.829 0.293
H 7.15565 21.65873 13.49474 1.133 -0.454 1.017
H 8.07996 20.56851 14.69819 -0.300 -1.095 0.644
```
Forces are in eV/Å.

* total charge: 0
* SMILES: FC(F)C(F)(F)COC(F)(F)C(F)F.FC(F)C(F)(F)COC(F)(F)C(F)F.FC(F)C(F)(F)COC(F)(F)C(F)F.CCOS(C)(=O)=O.CCOS(C)(=O)=O.CCOS(C)(=O)=O.CCOS(C)(=O)=O.CCOS(C)(=O)=O.CCOS(C)(=O)=O
* molar mass: 1441.176 g mol⁻¹
* electronic energy: -208418.957 eV
* largest force on an atom: 3.3 eV/Å